No. 1
Below is C5H10S2 in the gas phase, with properties calculated with ωB97M-V/def2-TZVPD.

Structure (XYZ):
```
17
C5H10S2, DFT ωB97M-V/def2-TZVPD
C 2.56178 -0.48620 1.15401
C 0.63961 0.64453 -0.35997
C -2.07951 0.02756 0.05024
C -2.18678 1.43266 0.41867
C -3.05210 -0.88753 0.03734
H 2.21236 0.16092 1.99159
H 3.61687 -0.65309 1.30923
H 1.97391 -1.40879 1.16079
H 0.53341 1.19075 0.60091
H 0.51430 1.28134 -1.19963
H -1.55709 1.65382 1.30764
H -3.26362 1.65136 0.60987
H -1.83272 2.11194 -0.31861
H -4.10695 -0.62284 0.22108
H -2.79602 -1.95807 0.08940
S 2.40151 0.22747 -0.50037
S -0.56354 -0.71456 -0.34800
```

Its HOMO energy is -8.07 eV. Its SMILES is C=C(C)SCSC. As for the LUMO energy: 0.842 eV. For the orbital gap, the calculation gives 8.914 eV.

---

No. 2
Below is a molecular structure, C5H11AgClNO10S2, with properties calculated with ωB97M-V/def2-TZVPD.

Structure (XYZ):
```
31
C5H11AgClNO10S2, DFT ωB97M-V/def2-TZVPD
Ag -4.14639 2.65149 5.25998
Cl -1.63918 0.02383 3.06911
C 3.06518 3.57944 5.12835
N 4.32433 3.71167 4.25317
O 5.07121 2.75717 4.02985
O 4.59432 4.84715 3.89050
H 3.32609 3.87269 6.14523
H 2.71545 2.54736 5.15265
H 2.34325 4.30343 4.75051
C 1.51478 -3.85427 -0.62527
C 2.62917 -3.78706 0.47140
O 3.84441 -4.11287 -0.25681
S 3.53316 -4.97803 -1.59487
O 3.19389 -6.32236 -1.23326
O 4.62347 -4.61934 -2.55680
O 2.13893 -4.14855 -1.86880
H 0.94091 -2.92762 -0.63418
H 0.74396 -4.51303 -0.22532
H 2.38645 -4.41757 1.32675
H 2.75081 -2.81187 0.94290
C -4.32852 0.78376 -2.35503
C -3.22260 1.42609 -3.17263
O -3.70124 2.72740 -3.49397
S -5.32383 2.66605 -3.97348
O -5.48138 2.43766 -5.42472
O -6.03791 3.80824 -3.45445
O -5.58983 1.25903 -3.09057
H -4.47509 1.02858 -1.30304
H -4.49233 -0.29236 -2.41190
H -3.00609 0.98019 -4.14341
H -2.29549 1.37367 -2.60184
```

Its HOMO energy (alpha / beta) is -12.83 / -12.83 eV. The multiplicity is 2. As for the expectation value of S²: 0.75. As for the LUMO energy (alpha / beta): -8.080 / -8.170 eV. The charge is +1. For the orbital gap (alpha / beta), the calculation gives 4.755 / 4.664 eV.

---

No. 3
Below is a molecular structure, C5H11AlF3O3S, with properties calculated with ωB97M-V/def2-TZVPD.

Structure (XYZ):
```
24
C5H11AlF3O3S, DFT ωB97M-V/def2-TZVPD
F -5.57615 0.01828 -1.95727
C -4.62468 -1.00460 -1.95310
F -4.53363 -1.39369 -3.29980
F -5.13357 -2.05739 -1.20391
Al -2.76805 -0.29215 -1.33370
S -2.00166 0.97404 -3.12419
H -1.83662 -1.55850 -1.09708
H -2.86286 0.59149 -0.00592
H -3.10206 1.17027 -3.92950
C 4.19313 1.10578 0.41470
C 2.78685 1.61776 0.17023
O 1.83920 0.54786 0.17559
C 1.49605 0.09269 1.38327
O 1.89994 0.50787 2.43989
O 0.63943 -0.91499 1.21350
C 0.25621 -1.55767 2.42470
H 4.44109 0.31441 -0.29589
H 4.92025 1.91391 0.31456
H 4.28930 0.67961 1.41456
H 2.73143 2.07270 -0.81924
H 2.50569 2.38460 0.89486
H -0.11958 -0.83948 3.15351
H 1.10129 -2.11385 2.83505
H -0.54100 -2.25895 2.18519
```

Its HOMO energy is -4.68 eV. As for the LUMO energy: 2.915 eV. The charge is -1. For the orbital gap, the calculation gives 7.593 eV.

---

No. 4
Below is 2 unconnected molecules or ions with the total composition C5H11BN2O, with properties calculated with ωB97M-V/def2-TZVPD.

Structure (XYZ):
```
20
C5H11BN2O, DFT ωB97M-V/def2-TZVPD
B -2.28803 0.19177 0.36350
C 3.35874 0.22188 -1.87134
C 1.95466 -0.31280 0.47186
C 2.23922 0.98659 -0.22236
C 1.33212 1.03207 0.78585
C -2.60926 -1.35479 -0.05801
N 3.08594 1.28799 -1.24501
N -1.74432 0.47134 1.65398
O -2.37219 1.32433 -0.38521
H 3.87691 0.28811 -2.82386
H 2.91242 -0.77024 -1.79298
H 1.13278 -0.93427 -0.09512
H 2.64547 -0.91191 1.04396
H -2.01289 1.34026 2.04621
H 0.53555 1.20834 1.40593
H -2.22451 -1.57809 -1.03752
H -3.61453 -1.71505 -0.04524
H -2.03848 -1.88043 0.71376
H -1.58190 -0.25192 2.39726
H -2.58771 1.35684 -1.30569
```

Its HOMO energy (alpha / beta) is -5.72 / -9.54 eV. The multiplicity is 3. As for the expectation value of S²: 2.01. As for the LUMO energy (alpha / beta): 0.402 / -1.990 eV. For the orbital gap (alpha / beta), the calculation gives 6.119 / 7.550 eV.

---

No. 5
Below is C5H11Br2ClSi in the gas phase, with properties calculated with ωB97M-V/def2-TZVPD.

Structure (XYZ):
```
20
C5H11Br2ClSi, DFT ωB97M-V/def2-TZVPD
C 3.39869 -0.34540 -0.30402
C 1.96642 -0.65665 0.16312
Si 0.78625 0.77899 0.07894
Cl 1.48943 2.38120 1.19127
C -0.91543 0.16669 0.71304
Br -1.63479 1.32508 2.13071
C -1.91356 -0.00860 -0.45535
C -3.38670 0.08190 -0.14788
Br -1.54295 -1.79828 -1.19936
H 3.66118 0.70350 -0.21738
H 3.53964 -0.64927 -1.33433
H 4.11261 -0.91665 0.27734
H 1.99549 -0.97903 1.20159
H 1.55266 -1.48265 -0.40741
H 0.59404 1.22774 -1.31317
H -0.77967 -0.79751 1.17708
H -1.64757 0.66868 -1.25460
H -3.70043 1.11926 -0.13083
H -3.93499 -0.40413 -0.94664
H -3.64034 -0.41487 0.77787
```

Its HOMO energy is -9.98 eV. Its SMILES is CC[Si@H](Cl)[C@@H](Br)[C@H](C)Br. As for the LUMO energy: 0.491 eV. For the orbital gap, the calculation gives 10.468 eV.

---

No. 6
Below is a gas-phase ion, C5H11BrN (charge +1), with properties calculated with ωB97M-V/def2-TZVPD.

Structure (XYZ):
```
18
C5H11BrN, DFT ωB97M-V/def2-TZVPD
C 1.07661 -0.29067 -0.26609
C 2.21656 0.43578 0.56321
C -0.87845 -0.03159 -1.45649
C -0.59607 1.17190 0.59530
C -0.87193 -1.26305 0.61259
N -0.35895 -0.10210 -0.09634
Br 3.93239 -0.08245 0.05108
H 1.49634 -0.90983 -1.02990
H 1.89160 1.18611 1.36492
H -1.87150 0.36267 -1.58371
H -0.25361 0.73202 -1.98519
H -0.74190 -0.95147 -1.90623
H -0.45402 2.07795 0.03996
H -1.59921 1.08623 0.93304
H 0.00808 1.41758 1.40314
H -0.13367 -1.90313 1.10384
H -1.35650 -0.99930 1.55178
H -1.50575 -1.93668 0.10509
```

Its HOMO energy is -13.11 eV. Its SMILES is C[N+](C)(C)/C=C/Br. As for the LUMO energy: -3.912 eV. The charge is +1. For the orbital gap, the calculation gives 9.201 eV.

---

Number 1: DFT total energy -992.83712 hartree, F_max 1.84 eV Å⁻¹. Number 2: DFT total energy -2407.18151 hartree, F_max 5.01 eV Å⁻¹. Number 3: DFT total energy -1363.16502 hartree, F_max 1.59 eV Å⁻¹. Number 4: DFT total energy -406.54217 hartree, F_max 7.01 eV Å⁻¹. Number 5: DFT total energy -6094.88667 hartree, F_max 0.60 eV Å⁻¹. Number 6: DFT total energy -2825.49314 hartree, F_max 9.13 eV Å⁻¹.